# 1
15
Properties=species:S:1:pos:R:3:forces:R:3:mulliken_charge:R:1 method="wB97M-V/def2-TZVPD" e_homo_ev=-2.79 charge=-1 e_above_lowest_kcal_mol=132.3 homo_lumo_gap_ev=6.7
C 0.451 -1.129 -2.248 0.86 1.18 -1.61 -0.78
C 0.501 0.721 1.738 3.65 1.32 0.10 -1.04
C -1.619 1.245 0.664 -2.54 -0.29 0.96 -0.79
C -0.348 1.488 0.819 -0.13 -0.84 0.42 0.15
N 0.643 -2.092 -1.348 0.40 1.04 0.60 0.74
O 1.801 -2.093 -0.806 0.27 -0.53 0.28 -0.72
O -0.235 -2.887 -0.903 -0.31 0.00 -0.67 -0.73
H 1.381 -0.528 -2.495 -1.35 -0.97 0.49 0.24
H 1.576 0.459 1.296 -2.27 0.71 0.94 0.23
H 0.602 1.251 2.719 0.37 -0.11 -0.73 0.29
H 0.069 -0.182 1.989 -1.01 -2.04 0.24 0.34
H -2.255 0.592 1.337 1.06 0.39 -1.13 0.22
H -2.147 1.871 -0.038 -0.42 -0.06 -0.12 0.25
H -0.027 2.285 0.221 1.28 0.87 -0.75 0.34
H -0.392 -1.001 -2.946 0.15 -0.67 0.97 0.26

# 2
15
Properties=species:S:1:pos:R:3:forces:R:3:mulliken_charge:R:1 method="wB97M-V/def2-TZVPD" e_homo_ev=-2.32 charge=-1 e_above_lowest_kcal_mol=140.2 homo_lumo_gap_ev=5.6
C 0.489 -0.870 -0.849 0.59 -4.44 -2.17 0.69
N 0.280 -0.114 0.460 0.27 -1.74 -5.21 -0.38
C 2.014 -1.285 -1.046 0.27 1.33 0.63 -0.96
C -1.122 0.170 0.624 -1.53 2.42 -1.71 -0.28
C -1.375 1.602 1.336 -2.27 0.03 -0.19 -0.44
O -2.553 1.686 2.024 0.61 -0.68 -0.25 -0.90
O -0.250 -1.341 -1.820 1.22 2.23 4.13 -0.64
H 0.542 0.351 -0.730 -0.14 2.27 2.26 0.17
H 2.124 -2.305 -1.489 -0.32 1.00 0.48 0.29
H 2.556 -1.157 -0.083 -0.39 -0.55 -0.46 0.33
H 2.542 -0.525 -1.689 -0.73 -0.85 0.17 0.23
H -1.656 -0.571 1.188 0.20 -0.62 0.72 0.38
H -1.628 0.109 -0.431 0.60 0.29 1.86 0.18
H -0.526 1.865 1.975 0.84 -0.30 0.03 0.21
H -1.436 2.385 0.529 0.77 -0.37 -0.30 0.12

# 3
15
Properties=species:S:1:pos:R:3:forces:R:3:mulliken_charge:R:1 method="wB97M-V/def2-TZVPD" e_homo_ev=-15.69 charge=+1 smiles="COC[N+](C)=C=O" e_above_lowest_kcal_mol=69.5 homo_lumo_gap_ev=11.2
C 0.836 -0.268 -0.422 -1.07 -3.23 -0.55 -0.51
C -0.879 -0.714 1.301 0.66 -1.13 -1.60 0.72
C -1.700 -1.090 -0.860 -1.99 0.15 -2.30 -0.88
C 1.435 1.803 0.537 0.39 1.49 -3.66 -0.70
N -0.661 -0.803 0.066 0.89 -0.14 1.28 -0.01
O -0.920 -0.797 2.424 -0.33 0.50 1.40 -0.18
O 0.751 1.013 -0.480 1.29 0.86 -0.18 -0.30
H 1.397 -0.849 0.309 0.78 0.88 0.34 0.48
H 0.963 -0.809 -1.391 -0.50 0.63 0.49 0.36
H -2.480 -1.807 -0.527 0.16 1.17 0.62 0.39
H -1.367 -1.683 -1.707 0.95 0.25 -0.09 0.31
H -2.034 -0.102 -1.276 -0.38 -1.17 0.40 0.35
H 2.461 2.059 0.181 -0.70 -0.57 0.50 0.29
H 1.369 1.389 1.470 -0.07 -1.05 2.35 0.40
H 0.826 2.657 0.375 -0.07 1.35 0.98 0.28

# 4
15
Properties=species:S:1:pos:R:3:forces:R:3:mulliken_charge:R:1 method="wB97M-V/def2-TZVPD" e_homo_ev=-14.97 charge=+1 e_above_lowest_kcal_mol=71.1 homo_lumo_gap_ev=10.8
C -1.381 1.146 -0.067 -2.01 -0.24 0.35 -0.07
C 0.870 0.581 -0.992 1.23 -3.09 -2.22 -0.55
C 0.909 0.439 1.018 2.03 0.80 1.21 -0.66
C -0.171 0.247 0.045 -2.37 -0.51 -1.52 0.73
N -0.652 -1.301 0.033 2.21 2.59 -1.46 -0.26
O -2.489 0.641 -0.004 1.31 0.72 -0.19 -0.48
O 1.899 0.424 -0.008 0.52 -0.19 -0.69 -0.34
H -1.235 2.261 -0.279 0.04 -1.29 0.39 0.36
H 0.911 -0.174 -1.905 0.17 1.21 1.81 0.24
H 0.932 1.535 -1.453 -0.58 1.17 -0.10 0.35
H 0.908 1.428 1.477 -0.28 -0.06 0.35 0.28
H 1.184 -0.323 1.747 -0.58 -0.07 0.39 0.30
H -0.453 -1.711 -0.914 -0.17 0.30 1.13 0.38
H -1.671 -1.264 0.170 0.00 -0.31 0.79 0.34
H 0.058 -1.602 0.728 -1.53 -1.04 -0.25 0.39

# 5
15
Properties=species:S:1:pos:R:3:forces:R:3:mulliken_charge:R:1 method="wB97M-V/def2-TZVPD" s_squared=0.759 e_homo_ev="-19.82 / -19.59" charge=+2 spin_multiplicity=2 e_above_lowest_kcal_mol=16.6 homo_lumo_gap_ev="8.6 / 4.6"
O -0.091 -1.905 1.331 0.74 0.40 -0.04 0.01
C -0.201 -0.720 1.327 -1.72 -0.10 0.99 0.13
C -0.913 0.062 0.211 0.24 1.05 -1.20 0.13
C -0.333 1.486 0.060 0.26 -0.03 -1.06 -0.81
C 1.006 1.476 -0.676 1.07 0.39 1.06 0.09
O 1.679 0.479 -0.753 -0.57 -0.56 -0.18 -0.47
N -0.774 -0.724 -1.069 1.43 0.11 0.73 -0.34
H -0.242 -0.122 2.283 0.80 -0.35 0.05 0.43
H -1.957 0.136 0.556 0.13 -0.35 0.06 0.35
H -0.272 2.006 1.015 0.19 -0.02 0.16 0.46
H -0.898 2.180 -0.578 -0.85 -0.50 0.17 0.39
H 1.390 2.432 -1.061 -0.20 0.07 -0.02 0.47
H -0.981 -1.720 -0.939 -0.41 -0.01 -0.31 0.36
H 0.285 -0.662 -1.271 -1.11 0.02 -0.26 0.43
H -1.335 -0.322 -1.827 0.02 -0.11 -0.15 0.37

# 6
16
Properties=species:S:1:pos:R:3:forces:R:3:mulliken_charge:R:1 method="wB97M-V/def2-TZVPD" e_homo_ev=-3.94 charge=-1 e_above_lowest_kcal_mol=15.7 homo_lumo_gap_ev=7.8
C 0.927 -1.832 0.818 0.50 -0.06 -0.62 -0.78
N -0.259 -1.117 0.344 0.78 0.50 0.53 -0.43
C -0.092 0.353 0.173 0.13 -1.35 -0.84 -0.05
C -1.522 0.863 0.236 0.28 1.12 -0.91 -0.55
S -1.600 2.624 -0.231 -0.84 0.67 0.44 -0.57
C 0.800 0.719 -1.116 -0.93 -0.59 1.36 0.49
O 1.582 -0.166 -1.452 0.17 0.39 -0.61 -0.65
O 0.668 1.898 -1.588 0.64 -0.28 -0.56 -0.64
H 1.652 -1.970 0.015 -0.15 -0.56 -0.34 0.28
H 0.605 -2.790 1.247 0.37 0.22 0.11 0.28
H 1.591 -1.263 1.487 -0.93 0.07 0.50 0.28
H -0.509 -1.506 -0.557 0.03 0.03 -0.04 0.27
H 0.564 0.679 0.978 -0.38 0.33 0.40 0.22
H -2.121 0.310 -0.512 0.19 -0.03 0.61 0.23
H -1.932 0.777 1.236 -0.06 -0.40 0.01 0.33
H -0.354 2.420 -1.076 0.21 -0.04 -0.05 0.31

# 7
16
Properties=species:S:1:pos:R:3:forces:R:3:mulliken_charge:R:1 method="wB97M-V/def2-TZVPD" e_homo_ev=-4.88 charge=-1 e_above_lowest_kcal_mol=6.2 homo_lumo_gap_ev=8.9
C 1.076 3.407 -0.528 0.51 0.22 -0.37 -1.00
C 0.327 2.083 -0.581 -0.29 -0.57 -0.14 0.75
O 1.001 1.070 -0.219 0.40 0.41 0.32 -0.84
O -0.849 2.054 -0.977 -0.16 0.27 -0.01 -0.72
H 0.681 4.180 -1.184 -0.40 -0.06 0.05 0.29
H 2.090 3.206 -0.870 0.20 0.04 0.21 0.28
H 1.123 3.798 0.489 -0.01 -0.08 0.07 0.20
C 0.360 -2.468 1.623 0.25 0.73 -0.95 -0.91
C -0.508 -2.203 0.379 -0.40 -0.67 0.96 0.56
O -1.060 -3.156 -0.172 -0.03 0.28 -0.23 -0.69
N -0.694 -0.908 0.130 0.19 1.14 -0.47 -0.30
H -1.275 -0.579 -0.633 -0.15 -0.64 -0.10 0.23
H 0.046 -0.146 0.217 -0.16 -0.59 0.23 0.33
H 0.422 -3.529 1.796 0.00 -0.29 0.12 0.30
H -0.042 -1.925 2.474 -0.06 -0.09 0.09 0.26
H 1.347 -2.052 1.408 0.13 -0.09 0.22 0.26

# 8
16
Properties=species:S:1:pos:R:3:forces:R:3:mulliken_charge:R:1 method="wB97M-V/def2-TZVPD" e_homo_ev=-3.92 charge=-1 smiles=[O-][C@H]1OCN[C@H]1CO e_above_lowest_kcal_mol=75.4 homo_lumo_gap_ev=8.2
O -2.016 1.032 0.057 -0.67 -0.14 1.15 -0.80
C -1.015 0.601 -0.552 0.43 2.09 -1.27 0.18
C -0.285 -0.637 -0.181 -1.45 -1.56 -0.23 -0.07
C -0.145 -0.712 1.343 1.02 0.35 -0.86 -0.67
O -1.401 -0.876 1.959 0.23 -0.33 0.03 -0.62
N 0.953 -0.688 -0.903 1.11 1.37 0.52 -0.60
C 1.466 0.731 -0.622 0.08 0.05 -0.34 -0.47
O 0.420 1.591 -0.356 0.37 -0.42 -0.07 -0.55
H -1.021 0.820 -1.647 -0.02 -0.64 -0.18 0.28
H -0.952 -1.421 -0.588 0.27 -0.33 0.56 0.34
H 0.347 0.223 1.642 -0.34 0.13 0.12 0.25
H 0.624 -1.464 1.559 -0.69 -0.54 0.38 0.37
H -1.943 -0.222 1.467 -0.11 0.23 0.08 0.41
H 0.739 -0.692 -1.896 -0.13 -0.09 0.10 0.36
H 2.174 0.688 0.224 -0.07 -0.18 0.02 0.26
H 2.058 1.027 -1.506 -0.02 0.02 -0.02 0.31

# 9
16
Properties=species:S:1:pos:R:3:forces:R:3:mulliken_charge:R:1 method="wB97M-V/def2-TZVPD" e_homo_ev=-4.14 charge=-1 e_above_lowest_kcal_mol=25.0 homo_lumo_gap_ev=7.9
C -0.579 -0.116 2.304 0.40 1.47 -0.65 -1.00
C -1.746 0.767 2.099 -1.40 -0.32 -1.65 0.65
O -2.534 1.139 2.982 1.10 0.00 -1.12 -0.69
N -1.947 0.985 0.733 3.25 -2.57 2.02 -0.32
H -2.658 1.577 0.615 -3.26 2.58 -1.42 0.17
H -1.360 0.578 -0.043 -0.50 0.68 0.99 0.31
H 0.166 0.157 1.554 0.38 -0.09 0.50 0.33
H -0.872 -1.085 2.073 -0.60 -1.93 -0.40 0.27
H -0.317 -0.064 3.316 0.95 0.06 1.37 0.33
C 2.197 -1.031 -2.423 -0.32 1.08 0.39 -0.77
C 1.077 -0.055 -1.949 1.81 1.67 -1.27 0.57
O 0.099 -0.419 -1.341 -2.88 -2.24 2.40 -0.74
O 1.243 1.124 -2.325 0.71 0.75 -0.41 -0.76
H 2.778 -0.257 -2.965 0.25 -1.34 -0.18 0.25
H 1.675 -1.785 -3.014 0.49 -0.05 -0.28 0.19
H 2.778 -1.513 -1.615 -0.38 0.26 -0.30 0.21

# 10
16
Properties=species:S:1:pos:R:3:forces:R:3:mulliken_charge:R:1 method="wB97M-V/def2-TZVPD" e_homo_ev=-4.31 charge=-1 e_above_lowest_kcal_mol=16.2 homo_lumo_gap_ev=8.2
C -2.180 1.951 -1.342 1.14 -1.59 0.20 -0.86
C -1.414 0.569 -1.008 -1.83 1.24 -0.23 0.57
O -1.627 0.120 0.138 0.65 -0.21 -0.02 -0.67
O -0.812 0.094 -1.987 0.97 -0.50 0.19 -0.73
H -3.077 1.928 -0.755 -0.54 0.27 0.31 0.27
H -2.415 1.852 -2.417 0.34 0.88 0.46 0.25
H -1.512 2.753 -0.975 -0.49 -0.07 -0.76 0.18
C 0.809 -1.786 1.322 0.11 -1.07 0.76 -0.91
C 1.911 -0.752 1.353 0.07 -0.50 -1.23 0.63
O 2.752 -0.618 2.224 -0.24 0.22 0.25 -0.67
N 2.007 -0.190 0.116 -0.41 1.17 -1.24 -0.37
H 2.650 0.550 -0.126 0.26 -0.16 0.75 0.21
H 1.208 -0.152 -0.531 0.03 -0.52 0.64 0.22
H 0.827 -2.377 2.224 0.29 -0.09 0.56 0.32
H 1.095 -2.496 0.524 -0.52 0.45 0.07 0.25
H -0.221 -1.445 1.241 0.18 0.49 -0.69 0.30